(1)
# C21H31BrDyIN4O3

A molecular structure, C21H31BrDyIN4O3 in a non-equilibrium geometry (ωB97M-V/def2-TZVPD, the OMol25 dataset).

Atoms and positions in Å:
Dy: 0.0012 -0.0234 -0.7402
N: -2.3829 -0.9502 -0.3251
C: -2.6461 -2.2080 -1.1197
C: -1.6233 -2.4993 -2.2245
N: -0.8580 -1.3405 -2.7179
C: -1.8901 -0.4484 -3.3612
C: -1.5527 1.0356 -3.5149
N: -0.8953 1.6925 -2.3710
C: 0.2742 -1.7508 -3.5959
C: 1.3649 -0.7061 -3.7784
N: 1.8164 -0.1204 -2.4875
H: -2.5251 -1.1958 0.6612
H: -3.0270 -0.1924 -0.4094
H: -3.6605 -2.2118 -1.5661
H: -2.5534 -3.0981 -0.4249
H: -2.1463 -3.0119 -3.0753
H: -0.8918 -3.2620 -1.8653
H: -2.7790 -0.5766 -2.7549
H: -2.2043 -0.8487 -4.3658
H: -2.4809 1.5965 -3.7922
H: -0.9129 1.0826 -4.4074
H: -1.5653 2.2447 -1.8428
H: -0.1288 2.2984 -2.6593
H: -0.1502 -2.1781 -4.5182
H: 0.7129 -2.5602 -3.0154
H: 0.9510 -0.0060 -4.4959
H: 2.2253 -1.1949 -4.3116
H: 2.2788 0.7601 -2.6344
H: 2.5104 -0.7975 -2.0728
C: 0.6787 -0.2047 6.7059
O: 0.6263 -1.5065 6.1437
C: 0.8217 -1.6997 4.7851
C: 1.5265 -2.8429 4.4076
C: 1.7046 -3.1874 3.0699
C: 1.2279 -2.3606 2.0396
C: 1.3676 -2.6906 0.6609
C: 2.2981 -3.7865 0.3119
O: 0.7856 -2.0653 -0.2951
C: 0.5681 -1.0720 2.4336
O: 0.2092 -0.1687 1.5259
C: 0.3648 -0.8298 3.8040
H: 1.1392 -0.2897 7.7240
H: -0.3657 0.1946 6.8205
H: 1.3441 0.4938 6.1042
H: 1.7922 -3.6239 5.1379
H: 2.4039 -3.9848 2.7804
H: 2.0596 -4.5820 0.9910
H: 3.3609 -3.4789 0.5181
H: 2.1440 -4.0330 -0.7653
H: -0.1956 0.0675 4.0058
Br: -1.6544 2.3391 0.7978
C: -0.7207 4.0560 0.6059
C: -1.4549 5.2246 0.6254
C: -0.8437 6.4896 0.5681
C: 0.4723 6.5427 0.2436
C: 1.2322 5.3925 0.0642
C: 0.6450 4.1424 0.2651
I: 1.8723 2.4263 0.1388
H: -2.5506 5.1167 0.7746
H: -1.4167 7.4170 0.8103
H: 1.0066 7.4889 0.1645
H: 2.2898 5.4857 -0.1809

Results
LUMO energy (alpha / beta): -0.210 / -0.208 Ha
spin multiplicity: 6
HOMO-LUMO gap (alpha / beta): 7.3 / 7.4 eV
largest force on an atom: 0.0539 Eh/bohr
charge: +2
expectation value of S²: 9.332
highest occupied orbital energy (alpha / beta): -13.05 / -13.06 eV

(2)
# C4BO8Sn

A molecular structure, C4BO8Sn in a non-equilibrium geometry (ωB97M-V/def2-TZVPD, the OMol25 dataset).

Atoms and positions in Å:
Sn: 0.3860 5.5951 0.2830
O: -0.8877 2.9799 -0.3794
C: -0.8219 1.7775 -0.2545
O: 0.1760 0.9799 -0.7007
B: -0.0282 -0.3942 -0.1933
O: -1.3843 -0.2901 0.5126
C: -1.8222 0.8290 0.4989
O: -2.7742 1.2260 1.1711
O: 0.9792 -0.8866 0.8179
C: 1.5427 -1.9981 0.4798
O: 2.3926 -2.5424 1.1315
C: 0.9409 -2.3653 -0.8208
O: 0.0134 -1.4512 -1.1859
O: 1.2877 -3.4594 -1.3602

Results
LUMO energy (alpha / beta): -0.467 / -0.467 Ha
spin multiplicity: 2
HOMO-LUMO gap (alpha / beta): 3.7 / 3.7 eV
largest force on an atom: 0.1715 Eh/bohr
charge: +2
expectation value of S²: 0.759
highest occupied orbital energy (alpha / beta): -16.43 / -16.43 eV

(3)
# C53H40F3N2P2PdS3Sb

A molecular structure, C53H40F3N2P2PdS3Sb in a non-equilibrium geometry (ωB97M-V/def2-TZVPD, the OMol25 dataset).

Atoms and positions in Å:
Pd: 0.1911 0.0965 -0.7204
S: 2.8148 -0.0173 -1.0344
P: 2.7862 0.9933 0.6905
C: 1.0536 1.2317 0.8070
P: 0.1355 2.7167 0.7394
S: -0.4819 2.4563 -1.1479
C: 0.9551 4.2665 1.0258
C: 1.1164 5.1724 -0.0203
C: 1.7009 6.4070 0.2286
C: 2.1391 6.7220 1.5061
C: 1.9896 5.8134 2.5508
C: 1.3937 4.5877 2.3170
C: -1.1071 2.5990 2.0252
C: -1.4572 1.3593 2.5674
C: -2.3402 1.2948 3.6343
C: -2.8699 2.4624 4.1691
C: -2.5335 3.6962 3.6281
C: -1.6529 3.7694 2.5611
C: 3.2358 0.0057 2.1071
C: 4.0505 -1.1107 1.9537
C: 4.4276 -1.8377 3.0756
C: 3.9890 -1.4530 4.3347
C: 3.1495 -0.3536 4.4845
C: 2.7669 0.3771 3.3697
C: 3.8874 2.3959 0.6163
C: 4.7340 2.6936 1.6869
C: 5.6328 3.7464 1.5747
C: 5.6855 4.4923 0.4064
C: 4.8439 4.1947 -0.6607
C: 3.9448 3.1487 -0.5618
H: 0.7669 4.9256 -1.0152
H: 1.8082 7.1226 -0.5757
H: 2.5922 7.6863 1.6961
H: 2.3214 6.0713 3.5482
H: 1.2448 3.8957 3.1389
H: -1.0220 0.4563 2.1727
H: -2.6055 0.3353 4.0609
H: -3.5429 2.4111 5.0152
H: -2.9499 4.6040 4.0444
H: -1.3920 4.7347 2.1474
H: 4.3913 -1.4052 0.9671
H: 5.0658 -2.7055 2.9667
H: 4.3025 -2.0124 5.2070
H: 2.7905 -0.0726 5.4658
H: 2.1041 1.2296 3.4822
H: 4.7178 2.0923 2.5860
H: 6.2961 3.9759 2.3986
H: 6.3957 5.3049 0.3203
H: 4.8965 4.7753 -1.5722
H: 3.3102 2.8943 -1.4017
S: -6.1708 1.8133 -0.8459
C: -4.5992 0.9890 -0.9583
C: -4.0642 0.2993 0.1252
C: -2.8240 -0.2844 -0.0042
N: -2.0790 -0.1932 -1.1173
C: -2.6089 0.4503 -2.1639
C: -3.8568 1.0402 -2.1321
C: -7.2131 0.3657 -0.9376
C: -7.6442 -0.0992 -2.1694
C: -8.4668 -1.2174 -2.1931
N: -8.8631 -1.8676 -1.0940
C: -8.4533 -1.3876 0.0823
C: -7.6303 -0.2776 0.2157
H: -4.6092 0.2243 1.0570
H: -2.4065 -0.8634 0.8077
H: -2.0063 0.4818 -3.0633
H: -4.2422 1.5467 -3.0072
H: -7.3628 0.4040 -3.0854
H: -8.8296 -1.6079 -3.1371
H: -8.8069 -1.9139 0.9621
H: -7.3453 0.0856 1.1950
F: -2.2984 -7.8765 -0.0301
C: -1.7057 -6.6985 -0.2060
C: -2.0712 -5.6453 0.6114
C: -1.4437 -4.4233 0.4310
C: -0.4756 -4.2831 -0.5642
C: -0.1124 -5.3624 -1.3704
C: -0.7430 -6.5833 -1.1937
Sb: 0.5959 -2.5084 -0.8458
C: 2.4723 -3.3075 -1.3364
C: 3.2326 -3.9156 -0.3375
C: 4.4724 -4.4575 -0.6356
C: 4.9323 -4.3702 -1.9365
F: 6.1288 -4.8799 -2.2265
C: 4.1962 -3.7806 -2.9460
C: 2.9508 -3.2449 -2.6400
C: -0.0537 -1.9954 -2.8229
C: 0.3633 -0.8039 -3.4221
C: -0.0617 -0.4369 -4.6948
C: -0.9185 -1.2899 -5.3618
F: -1.3404 -0.9584 -6.5831
C: -1.3619 -2.4758 -4.8008
C: -0.9375 -2.8168 -3.5244
H: -2.8252 -5.7943 1.3727
H: -1.7136 -3.5921 1.0706
H: 0.6572 -5.2648 -2.1277
H: -0.4923 -7.4422 -1.8017
H: 2.8614 -3.9843 0.6798
H: 5.0794 -4.9468 0.1153
H: 4.5934 -3.7526 -3.9518
H: 2.3647 -2.7929 -3.4309
H: 1.1056 -0.1678 -2.9727
H: 0.2693 0.4799 -5.1659
H: -2.0232 -3.1189 -5.3680
H: -1.2881 -3.7433 -3.0869

Results
LUMO energy (alpha / beta): -0.289 / -0.292 Ha
HOMO-LUMO gap (alpha / beta): 5.4 / 5.3 eV
largest force on an atom: 0.0330 Eh/bohr
charge: +2
highest occupied orbital energy (alpha / beta): -13.28 / -13.24 eV

(4)
# C28H35N7

7 unconnected molecules or ions with the total composition C28H35N7 in a non-equilibrium geometry (ωB97M-V/def2-TZVPD, the OMol25 dataset).

Atoms and positions in Å:
N: 2.0605 -5.7460 2.4560
C: 0.8817 -5.5807 1.8596
C: -0.1088 -5.8565 2.7794
C: 0.5365 -6.2959 3.9777
C: 1.8654 -6.1125 3.7583
H: 2.9868 -5.7167 2.0045
H: 0.6337 -5.4249 0.7975
H: -1.1884 -5.9069 2.5585
H: 0.0944 -6.6668 4.8925
H: 2.7416 -6.3059 4.3480
N: -1.9969 0.9350 2.7914
C: -3.3453 0.8759 2.9572
C: -3.7464 1.8629 3.7713
C: -2.6029 2.6539 4.0016
C: -1.5069 2.0950 3.4168
H: -1.4665 0.2683 2.2202
H: -3.9311 0.1716 2.3826
H: -4.7622 2.0792 4.0165
H: -2.6949 3.5854 4.6057
H: -0.4798 2.2914 3.3235
N: 3.4318 -1.8783 -2.2165
C: 3.0218 -2.9665 -1.4384
C: 4.1445 -3.5008 -0.8637
C: 5.2572 -2.9174 -1.4775
C: 4.7908 -1.9001 -2.2609
H: 2.7578 -1.2634 -2.6588
H: 1.9404 -3.0999 -1.2639
H: 4.1920 -4.3315 -0.1376
H: 6.2920 -3.0170 -1.3543
H: 5.3255 -1.2574 -2.9267
N: 3.6106 1.3238 -3.6427
C: 3.0734 0.3525 -4.3954
C: 1.7090 0.3835 -4.2054
C: 1.4184 1.4495 -3.2909
C: 2.6291 1.9996 -2.9011
H: 4.6380 1.4501 -3.5889
H: 3.6378 -0.3097 -5.0590
H: 1.0595 -0.2789 -4.7463
H: 0.4485 1.6596 -2.9227
H: 2.9399 2.8466 -2.3172
N: -2.0298 4.1632 1.1126
C: -1.2207 5.2738 1.1600
C: -0.7250 5.4516 -0.0932
C: -1.1507 4.4600 -0.9416
C: -1.9465 3.6675 -0.1459
H: -2.6709 3.8216 1.8651
H: -1.0688 5.8825 2.0005
H: -0.0856 6.2927 -0.3077
H: -1.1467 4.4129 -2.0319
H: -2.5526 2.8291 -0.5451
N: -4.0727 2.4455 -2.6829
C: -5.0146 2.3161 -1.6669
C: -4.6685 1.1868 -0.9729
C: -3.6719 0.5320 -1.6507
C: -3.2048 1.3665 -2.6610
H: -4.2364 3.0180 -3.5040
H: -5.6993 3.1216 -1.4900
H: -5.1414 0.9676 -0.0330
H: -3.1216 -0.3536 -1.3629
H: -2.3756 1.3317 -3.3159
N: 1.0416 0.5983 0.9588
C: -0.0969 0.3739 0.2399
C: -0.3650 -0.9490 0.2356
C: 0.7092 -1.5782 0.9575
C: 1.5507 -0.6001 1.3947
H: 1.4897 1.4776 1.1838
H: -0.6289 1.2225 -0.1850
H: -1.2742 -1.3854 -0.0521
H: 0.7016 -2.6090 1.1785
H: 2.3876 -0.6878 2.1051

Results
LUMO energy: 0.024 Ha
HOMO-LUMO gap: 8.6 eV
largest force on an atom: 0.0625 Eh/bohr
highest occupied orbital energy: -7.98 eV

(5)
# C4H9N

A single C4H9N molecule in a non-equilibrium geometry (ωB97M-V/def2-TZVPD, the OMol25 dataset).

Atoms and positions in Å:
C: -2.0615 0.1869 0.0219
C: -0.7261 -0.5118 -0.3876
C: 0.4703 -0.0752 0.4470
C: 1.8369 0.6728 -0.2091
H: -1.9984 0.0683 1.1879
H: -2.9921 -0.0571 -0.4572
H: -1.8094 1.3276 -0.3328
H: -0.9830 -1.6883 -0.1611
H: -0.5760 -0.3460 -1.4146
H: 0.2877 -0.4197 1.5244
H: 2.5512 1.1818 0.6024
H: 1.6963 1.3911 -1.0483
H: 2.5935 -0.8633 0.4534
N: 1.7105 -0.8670 -0.2263

Results
LUMO energy: 0.041 Ha
HOMO-LUMO gap: 10.5 eV
largest force on an atom: 0.0943 Eh/bohr
highest occupied orbital energy: -9.40 eV

(6)
# C4H8O2

2 unconnected molecules or ions with the total composition C4H8O2 in a non-equilibrium geometry (ωB97M-V/def2-TZVPD, the OMol25 dataset).

Atoms and positions in Å:
O: 2.0223 -0.8431 -0.5177
C: 1.6478 0.1331 0.0683
C: 2.5123 1.0991 0.8222
H: 0.5738 0.4086 0.1164
H: 2.3670 0.8987 1.8911
H: 2.2268 2.1347 0.6732
H: 3.5676 0.9082 0.6278
C: -1.8808 -1.6532 -0.2932
C: -1.9705 -0.3914 -0.6700
O: -3.1376 0.3265 -0.6911
H: -1.1045 -2.2935 -0.6874
H: -2.6476 -2.0947 0.3279
H: -1.1865 0.1216 -1.2263
H: -2.9902 1.2455 -0.4412

Results
LUMO energy: 0.024 Ha
HOMO-LUMO gap: 10.0 eV
largest force on an atom: 0.0266 Eh/bohr
highest occupied orbital energy: -9.32 eV

Calculated total energy? In order: -136598.8528, -27014.6929, -127828.5728, -40031.3223, -5780.0309, -8370.9808 eV.